Entry 1:
The following is a DFT calculation (ωB97M-V with the def2-TZVPD basis set) of a single C27H24N4O5S molecule.

Output
* HOMO-LUMO gap: 0.315 Eh
* electronic energy: -55422.9999 eV
* SMILES: COc1ccc(-c2nc3c(c(SCC(=O)Nc4cccc(O)c4)n2)Cc2c(CO)cnc(C)c2O3)cc1
* multiplicity: 1
* relative energy (zero: lowest compared OMol25 entry of this formula, charge and spin): 0.0 kcal per mole
* HOMO energy: -8.154 eV

Element x y z (Å)
C (-6.55121, -1.66485, 1.77376)
H (-6.35570, -1.61010, 2.84974)
O (-5.54081, -2.37699, 1.10104)
C (-4.28178, -1.87483, 1.09584)
C (-3.88303, -0.71415, 1.75353)
C (-2.57562, -0.28077, 1.65286)
C (-1.64048, -0.99548, 0.91427)
C (-2.03396, -2.18048, 0.29036)
C (-3.33658, -2.60955, 0.37295)
H (-3.66279, -3.51055, -0.12149)
H (-1.29974, -2.74005, -0.26713)
C (-0.28012, -0.49732, 0.74166)
N (0.66899, -1.37274, 0.43419)
C (1.89712, -0.90927, 0.26194)
C (2.21483, 0.44612, 0.34788)
C (1.12894, 1.27397, 0.61453)
N (-0.08907, 0.81362, 0.85344)
S (1.32608, 3.01394, 0.56394)
C (-0.42567, 3.48503, 0.54553)
H (-0.44135, 4.52921, 0.23010)
H (-0.82132, 3.39077, 1.55605)
C (-1.19711, 2.62214, -0.45498)
O (-0.71350, 2.22670, -1.48895)
N (-2.49326, 2.45007, -0.07811)
C (-3.46084, 1.62161, -0.65946)
C (-3.12466, 0.61348, -1.55077)
C (-4.10927, -0.23108, -2.04530)
C (-5.43814, -0.05307, -1.67137)
C (-5.76570, 0.96556, -0.79855)
C (-4.78902, 1.79707, -0.28189)
H (-5.05221, 2.58160, 0.41311)
H (-6.79765, 1.11521, -0.51584)
H (-6.18668, -0.71830, -2.06893)
O (-3.80879, -1.24386, -2.89397)
H (-2.85697, -1.25990, -3.05452)
H (-2.09559, 0.48030, -1.84415)
H (-2.80756, 2.93878, 0.74774)
C (3.59310, 0.96626, 0.10077)
C (4.55533, -0.15676, -0.15139)
C (4.11561, -1.47442, -0.20762)
C (5.03346, -2.50811, -0.45686)
N (6.31681, -2.25736, -0.63683)
C (6.74533, -1.00852, -0.57506)
C (5.92062, 0.08141, -0.34041)
C (6.48246, 1.47585, -0.23431)
O (6.37248, 2.00099, 1.07334)
H (6.86965, 1.43623, 1.67540)
H (5.92210, 2.16677, -0.87006)
H (7.53110, 1.47390, -0.56139)
H (7.80872, -0.87610, -0.72771)
C (4.57383, -3.92630, -0.52362)
H (3.84311, -4.04334, -1.32174)
H (4.08751, -4.20595, 0.40905)
H (5.42546, -4.57363, -0.70626)
O (2.81023, -1.85442, -0.02860)
H (3.57448, 1.64713, -0.76054)
H (3.93162, 1.56781, 0.95191)
H (-2.26280, 0.61801, 2.16145)
H (-4.58432, -0.14056, 2.33863)
H (-7.46901, -2.22562, 1.60442)
H (-6.66126, -0.65442, 1.36906)

Atom charges from the Mulliken analysis, given in e for atoms 1 to 2:
1. C -0.732
2. H 0.351

---

Entry 2:
The following is a DFT calculation (ωB97M-V with the def2-TZVPD basis set) of a 2-piece molecular cluster, C4H6O overall.

Output
* HOMO-LUMO gap (alpha / beta): 0.306 / 0.306 Eh
* electronic energy: -6288.0931 eV
* multiplicity: 1
* relative energy (zero: lowest compared OMol25 entry of this formula, charge and spin): 88.2 kcal per mole
* HOMO energy (alpha / beta): -7.836 / -7.835 eV

Element x y z (Å)
C (0.19573, 1.06587, -0.46374)
O (0.60640, 0.01619, -1.22788)
C (0.33181, -1.21809, -0.52384)
C (-0.10933, -0.75030, 0.84146)
C (-0.11694, 0.59235, 0.85681)
H (0.62014, 1.99236, -0.80733)
H (-1.26855, 1.95312, -0.04541)
H (1.23903, -1.84084, -0.49793)
H (-0.41881, -1.76853, -1.11238)
H (-0.39159, -1.43585, 1.62902)
H (-0.68790, 1.39373, 1.35122)

Atom charges from the Mulliken analysis, given in e for atoms 1 to 2:
1. C -0.273
2. O -0.309